Record 1
The following is a DFT calculation (ωB97M-V with the def2-TZVPD basis set) of a cluster of 8 separate species, C59H133F18N3OP6 in total in a non-equilibrium geometry.

Calculated values
* total charge: +2
* DFT total energy: -6413.15800 Ha

XYZ file:
```
220
Properties=species:S:1:pos:R:3:mulliken_charge:R:1
C -3.9948 -21.4205 3.1034 -1.2582
C -4.1578 -20.9353 1.6592 0.3104
N -5.4905 -21.2095 1.1233 0.6669
C -6.1013 -20.4862 0.1220 -0.2028
C -7.1892 -21.1814 -0.2925 -1.1902
N -7.2435 -22.3444 0.4301 0.2909
C -6.2310 -22.3049 1.3076 -0.2210
C -8.2874 -23.3499 0.4263 -0.8764
H -4.1613 -22.4805 3.2944 0.5364
H -4.5603 -20.8067 3.7979 0.1425
H -2.9483 -21.2664 3.3758 0.1193
H -3.3968 -21.1972 0.9244 0.3130
H -3.9963 -19.8553 1.7320 -0.3332
H -5.7003 -19.6021 -0.3511 0.3933
H -7.8813 -20.9353 -1.0805 0.8109
H -6.0242 -23.0573 2.0495 0.3608
H -8.1338 -24.0600 1.2412 0.3465
H -8.1721 -24.0290 -0.4182 0.3431
H -9.2267 -22.8273 0.5804 0.3746
C -5.0213 -18.2906 4.7483 -0.8680
C -4.3804 -17.0094 5.2128 -0.0662
C -4.6096 -16.8395 6.7058 -1.2316
C -4.0110 -15.5327 7.2772 -1.4369
P -4.8682 -14.8772 8.7528 0.3880
C -6.5682 -14.3626 8.3045 -1.3038
C -6.7467 -14.0330 6.8119 0.0747
C -6.2383 -12.6701 6.3766 -0.3710
C -6.6527 -12.3212 4.9587 -1.1400
C -4.9452 -16.2119 9.9971 -1.1544
C -3.5697 -16.7312 10.4282 -0.6020
C -3.7014 -17.8717 11.4241 -0.5514
C -2.3477 -18.4207 11.8933 -1.3426
C -3.9170 -13.5253 9.4512 -1.3235
C -4.3367 -12.9919 10.8282 -0.3827
C -3.2553 -12.0479 11.3631 -0.6300
C -3.4382 -11.6324 12.8024 -1.3368
H -6.0749 -18.3724 5.0480 0.1205
H -4.5242 -19.1726 5.1523 0.4778
H -5.1803 -18.3529 3.6669 0.1349
H -4.7612 -16.1131 4.7132 0.0148
H -3.3352 -16.9683 4.8936 0.3325
H -4.2672 -17.6874 7.3055 0.6533
H -5.6864 -16.8243 6.9148 0.3752
H -3.7936 -14.7277 6.5705 0.7195
H -2.9898 -15.7556 7.6104 0.9756
H -6.7171 -13.4665 8.9105 0.5427
H -7.1783 -15.2164 8.5993 0.5723
H -7.8225 -14.1333 6.6679 0.6823
H -6.1177 -14.6566 6.1691 -0.4018
H -5.1561 -12.6456 6.5435 0.3063
H -6.6604 -11.9035 7.0401 0.4338
H -6.6633 -11.2567 4.7463 0.4647
H -7.6328 -12.7650 4.7747 -0.0033
H -6.0060 -12.8126 4.2257 0.2208
H -5.5880 -16.8827 9.4146 0.7208
H -5.5481 -15.8075 10.8115 0.7312
H -3.0636 -15.9762 11.0421 0.2137
H -2.8807 -16.9416 9.6106 0.3728
H -4.3476 -18.6533 11.0094 0.4009
H -4.2822 -17.5488 12.2912 0.3214
H -2.5062 -19.2883 12.5443 0.3972
H -1.8463 -17.7395 12.5824 0.3434
H -1.6536 -18.8424 11.1672 0.3500
H -3.7347 -12.8375 8.6214 0.7402
H -2.9451 -14.0239 9.5760 0.6497
H -4.5901 -13.7835 11.5289 0.3778
H -5.1589 -12.2734 10.7452 0.2655
H -3.0784 -11.1649 10.7406 0.3759
H -2.2669 -12.5121 11.2401 0.4087
H -3.4771 -12.4798 13.4927 0.3269
H -4.2443 -10.9573 13.0839 0.3506
H -2.4954 -11.1429 13.0649 0.3763
C -2.6809 -19.3443 -3.7982 -1.6418
C -2.6661 -19.9474 -2.4039 -0.4450
C -1.6202 -19.3449 -1.4842 1.4118
C -0.1904 -19.1851 -2.0052 -0.6365
P 1.1186 -19.6868 -0.8355 1.1042
C 2.7883 -19.5185 -1.4729 -1.1442
C 3.0018 -18.2830 -2.3741 -0.0783
C 3.9154 -17.2022 -1.7755 -0.3794
C 5.3491 -17.6358 -1.4665 -1.4905
C 0.8775 -21.4166 -0.3683 -0.2580
C 2.0124 -22.0098 0.4788 -0.7504
C 1.5482 -23.2095 1.3361 -0.4098
C 2.6959 -24.1321 1.7906 -1.3439
C 1.1892 -18.6654 0.6818 -1.4532
C -0.0742 -18.2099 1.3849 0.1205
C -0.9645 -19.2226 2.0791 2.4791
C -0.1636 -19.8767 3.2407 -1.8012
H -2.9186 -18.2850 -3.8802 0.1616
H -3.4955 -19.8133 -4.3632 0.4735
H -1.7857 -19.6496 -4.3433 0.4919
H -2.4908 -21.0193 -2.5624 0.7052
H -3.6785 -19.8804 -1.9997 -0.5091
H -1.6892 -19.8881 -0.5338 -0.6354
H -1.9917 -18.3536 -1.2033 -0.6035
H 0.0136 -18.1744 -2.3557 -0.0818
H -0.1282 -19.8237 -2.8942 0.9866
H 3.0698 -20.4523 -1.9671 0.6505
H 3.4148 -19.5413 -0.5750 0.5553
H 2.0851 -17.6883 -2.4045 -0.3699
H 3.3940 -18.6193 -3.3290 0.5636
H 3.5465 -16.6225 -0.9215 0.0667
H 3.9295 -16.3497 -2.4632 0.5585
H 5.7081 -18.4347 -2.1213 0.3208
H 5.4694 -18.1788 -0.5174 0.3371
H 5.9501 -16.7401 -1.3256 0.4117
H 0.7238 -22.0702 -1.2272 0.8043
H -0.0108 -21.3491 0.2704 -0.2871
H 2.3738 -21.2495 1.1723 0.3374
H 2.8001 -22.3014 -0.2176 0.3648
H 0.8678 -23.8445 0.7638 0.4089
H 1.0210 -22.7952 2.1953 0.0909
H 2.3068 -24.6633 2.6611 0.3976
H 3.5909 -23.5803 2.0671 0.3644
H 2.8700 -24.8974 1.0374 0.3310
H 1.7808 -17.7906 0.3956 0.4918
H 1.8600 -19.1900 1.3752 0.7862
H -0.5780 -17.7410 0.5320 -1.3701
H 0.1893 -17.3610 2.0155 0.9466
H -1.3596 -19.9885 1.4099 -1.1838
H -1.7859 -18.6459 2.5048 -0.2169
H 0.6107 -19.2885 3.7243 0.3894
H 0.0284 -20.9479 3.1608 0.1553
H -0.9193 -19.9661 4.0396 0.5311
C -9.0422 -11.6369 1.2095 -1.5497
C -8.6873 -12.8634 2.0782 -0.3472
C -9.1158 -14.1459 1.3574 -0.5130
C -8.4835 -15.4631 1.8779 0.4107
P -9.1126 -16.8619 1.0278 0.1781
C -8.5636 -16.9243 -0.6677 0.1571
C -9.2582 -17.9874 -1.5706 -0.4063
C -8.4933 -18.3382 -2.8333 -1.5493
C -6.9336 -18.3180 -2.8249 0.8739
C -10.9520 -16.8062 0.9611 -1.3714
C -11.6543 -16.6565 2.3054 -0.0889
C -13.1405 -16.2525 2.1957 -0.5470
C -13.9700 -16.6679 3.3818 -1.3564
C -8.6291 -18.3581 1.9028 0.4401
C -8.9657 -18.4596 3.4287 -0.4896
C -9.7408 -19.7304 3.7808 -0.8012
C -8.8460 -20.9430 3.5427 -1.1083
H -8.4768 -11.6708 0.2807 0.2727
H -8.6149 -10.7683 1.7232 0.4671
H -10.0917 -11.3618 1.1187 0.3385
H -9.0865 -12.7306 3.0849 0.4966
H -7.6016 -12.9565 2.1779 0.0488
H -8.9205 -13.9815 0.2977 0.2272
H -10.1993 -14.1952 1.5195 0.4084
H -8.5118 -15.5204 2.9682 0.7084
H -7.4064 -15.4383 1.6894 -0.7163
H -7.5156 -17.2112 -0.5097 -0.9692
H -8.5986 -15.8937 -1.0273 1.0723
H -10.2078 -17.5327 -1.8412 0.3412
H -9.2912 -18.9081 -0.9810 0.4094
H -8.6621 -17.5665 -3.5956 0.4895
H -8.8249 -19.2507 -3.3297 0.3915
H -6.4889 -18.4622 -3.8036 0.5580
H -6.6846 -19.1506 -2.1536 -0.4315
H -6.5739 -17.3990 -2.3707 -0.7650
H -11.2575 -17.6499 0.3412 0.8499
H -11.1091 -15.8988 0.3664 0.5636
H -11.1731 -15.8620 2.8791 0.3392
H -11.6975 -17.6305 2.7963 -0.3047
H -13.5748 -16.8130 1.3528 0.3477
H -13.2114 -15.2156 1.8652 0.4186
H -13.4822 -16.1501 4.2243 0.3196
H -13.8882 -17.7077 3.7097 0.3097
H -15.0305 -16.4332 3.4141 0.3958
H -7.5325 -18.2661 1.9519 -0.5007
H -8.7486 -19.2668 1.3131 0.8126
H -9.6495 -17.6396 3.6765 0.4348
H -8.1279 -18.2443 4.0892 0.0661
H -10.6550 -19.7516 3.1879 0.2398
H -9.9588 -19.6974 4.8486 0.4760
H -7.9302 -20.8193 4.1276 0.2058
H -8.6305 -21.2231 2.5111 0.0997
H -9.2966 -21.8283 4.0070 0.5330
C -2.3242 -15.3879 -6.1515 -0.9895
N -2.6351 -15.0114 -4.7208 0.2898
C -1.5732 -15.6148 -3.8533 -0.7248
C -2.5787 -13.5163 -4.5540 -0.7122
C -3.9822 -15.6236 -4.4154 -2.1402
C -4.3979 -15.7487 -2.9594 0.5672
O -3.8958 -16.9273 -2.3319 2.2142
H -1.3578 -14.9504 -6.4038 0.3669
H -3.0900 -14.9376 -6.7750 0.4356
H -2.1583 -16.4605 -6.1791 0.3203
H -1.7991 -15.4594 -2.8039 -0.2300
H -0.6093 -15.2655 -4.2152 0.6464
H -1.5750 -16.6945 -4.0196 0.1165
H -2.5218 -13.2840 -3.4931 0.2318
H -3.4684 -13.1842 -5.0884 0.4367
H -1.7266 -13.0877 -5.0769 0.3503
H -4.1722 -16.5542 -4.9571 0.2109
H -4.6748 -14.9676 -4.9506 0.8589
H -5.4827 -15.8255 -3.0203 0.4461
H -4.0170 -14.9062 -2.3790 -0.3645
H -3.7769 -16.7285 -1.3974 -1.3316
P -4.3178 -15.9583 1.1687 1.4567
F -5.4092 -16.6371 2.1560 -0.6246
F -4.6765 -14.4394 1.6302 -0.5411
F -3.1522 -16.0437 2.3030 -0.3372
F -3.3207 -15.2485 0.1424 -0.4627
F -3.8414 -17.4899 0.7317 -0.5888
F -5.5187 -15.9039 0.0497 0.1589
P -5.5614 -12.3571 -1.2534 1.7746
F -5.0232 -11.4959 0.0061 -0.4503
F -4.1480 -13.1394 -1.1598 -0.3836
F -6.3136 -13.4243 -0.2438 -0.6170
F -6.0716 -13.3283 -2.4673 -0.4430
F -6.9867 -11.5887 -1.3452 -0.4292
F -4.8797 -11.3385 -2.3122 -0.3809
P 0.2471 -14.8652 -0.5135 1.8158
F 1.0999 -14.7540 -1.9071 -0.4361
F 1.4861 -15.6120 0.1880 -0.4246
F 0.8767 -13.4415 -0.0189 -0.4116
F -0.6294 -14.9958 0.8327 -0.2446
F -0.9534 -14.0712 -1.2087 -0.2838
F -0.3047 -16.3276 -1.0637 -0.7340
```



Record 2
The following is a DFT calculation (ωB97M-V with the def2-TZVPD basis set) of a cluster of 10 separate species, C59H146BrN9O5 in total in a non-equilibrium geometry.

Calculated values
* total charge: +9
* 2S+1: 2
* DFT total energy: -5774.11312 Ha

XYZ file:
```
220
Properties=species:S:1:pos:R:3:lowdin_spin:R:1
C -2.6777 -4.1014 -2.4993 0.0005
C -2.9247 -4.3970 -0.9701 0.0060
C -4.0322 -5.4050 -0.6734 0.0009
N -4.7642 -5.2114 0.7005 0.0000
C -3.6936 -5.2457 1.9044 -0.0001
C -5.6818 -3.9376 0.7742 0.0000
C -6.8655 -4.4222 1.5929 0.0000
C -7.1478 -5.8724 1.1704 0.0000
C -5.7654 -6.4103 0.7878 0.0000
H -2.5946 -4.9389 -3.1921 0.0000
H -1.6950 -3.6347 -2.5662 0.0006
H -3.3856 -3.3635 -2.8769 0.0000
H -3.1929 -3.4912 -0.4263 -0.0001
H -1.9970 -4.8416 -0.6098 0.0077
H -3.6877 -6.4390 -0.6869 0.0001
H -4.8849 -5.3088 -1.3455 0.0004
H -3.2137 -4.2674 1.8757 0.0000
H -3.0447 -6.0643 1.5933 0.0000
H -4.1771 -5.4902 2.8502 0.0000
H -5.1457 -3.0937 1.2082 0.0000
H -5.9451 -3.7856 -0.2726 0.0000
H -6.6574 -4.2380 2.6468 0.0000
H -7.7964 -3.8912 1.3939 0.0000
H -7.5102 -6.4757 2.0027 0.0000
H -7.8514 -5.9656 0.3432 0.0000
H -5.3695 -7.1135 1.5205 0.0000
H -5.8920 -6.9781 -0.1340 0.0000
C 5.8231 -2.1785 -7.8875 0.0000
C 4.9645 -1.7943 -6.7116 0.0000
C 3.5515 -2.2136 -6.7282 0.0000
N 2.7628 -1.5446 -5.6279 0.0000
C 2.7661 0.0013 -5.7578 0.0000
C 3.2821 -1.9041 -4.1929 0.0001
C 2.0231 -1.9158 -3.3052 0.0003
C 0.7842 -2.0223 -4.2435 0.0000
C 1.3131 -2.0932 -5.7296 0.0000
H 5.2977 -2.7109 -8.6803 0.0000
H 6.4424 -3.0077 -7.5455 0.0000
H 6.5570 -1.4275 -8.1800 0.0000
H 5.0401 -0.7093 -6.6397 0.0000
H 5.3968 -2.1444 -5.7743 0.0000
H 3.4454 -3.2978 -6.6931 0.0000
H 3.2340 -1.8185 -7.6932 0.0000
H 2.0807 0.3386 -4.9802 0.0000
H 2.4791 0.1677 -6.7961 0.0000
H 3.7191 0.4793 -5.5313 0.0000
H 3.9992 -1.1660 -3.8337 0.0000
H 3.7449 -2.8861 -4.2909 0.0000
H 2.0593 -0.9479 -2.8053 0.0000
H 2.0291 -2.7034 -2.5517 0.0008
H 0.1953 -1.1197 -4.0799 0.0000
H 0.0696 -2.8195 -4.0391 0.0000
H 0.8432 -1.3331 -6.3537 0.0000
H 1.1743 -3.1128 -6.0892 0.0000
C -1.9348 -0.7878 -6.7646 0.0000
N -3.3137 -0.4803 -7.3818 0.0000
C -3.2315 0.6689 -8.4257 0.0000
C -3.9093 -1.7138 -8.0440 0.0000
C -4.2254 -0.0065 -6.1899 0.0000
C -3.5734 1.0428 -5.2545 0.0000
O -2.9459 0.3715 -4.2600 0.0000
H -2.2321 -1.5580 -6.0530 0.0000
H -1.5425 0.0709 -6.2198 0.0000
H -1.2647 -1.2851 -7.4658 0.0000
H -2.5582 0.3517 -9.2220 0.0000
H -2.7585 1.5234 -7.9418 0.0000
H -4.2389 0.8317 -8.8088 0.0000
H -3.8207 -2.5015 -7.2958 0.0000
H -3.2995 -1.8604 -8.9354 0.0000
H -4.9323 -1.4396 -8.3016 0.0000
H -4.3448 -0.9563 -5.6686 0.0000
H -5.1975 0.2796 -6.5916 0.0000
H -4.3432 1.7146 -4.8747 0.0000
H -2.8761 1.7252 -5.7406 0.0000
H -2.1116 0.8167 -4.0945 0.0000
C 1.5019 5.7448 -2.3989 0.0000
N 0.4351 5.6338 -1.2587 0.0000
C 0.8954 4.5113 -0.3364 0.0000
C 0.3139 6.9536 -0.5104 0.0000
C -0.8867 5.3529 -1.9945 0.0000
C -2.0429 4.8453 -1.1674 0.0000
O -2.8150 5.9687 -0.8779 0.0000
H 2.4042 6.1943 -1.9843 0.0000
H 1.1411 6.3961 -3.1950 0.0000
H 1.7050 4.7261 -2.7292 0.0000
H 1.8687 4.6376 0.1378 0.0000
H 0.7450 3.5561 -0.8396 0.0000
H 0.1104 4.5188 0.4198 0.0000
H 1.2385 7.0697 0.0551 0.0000
H -0.5062 6.9214 0.2068 0.0000
H 0.2611 7.6280 -1.3651 0.0000
H -0.5757 4.4977 -2.5945 0.0000
H -1.1522 6.0938 -2.7486 0.0000
H -1.8079 4.5880 -0.1347 0.0000
H -2.6346 4.0443 -1.6105 0.0000
H -3.7035 5.6171 -0.7858 0.0000
C 7.4291 1.4633 4.0587 0.0000
N 8.2597 2.6112 3.3927 0.0000
C 9.5765 2.7819 4.1713 0.0000
C 8.7846 2.0514 2.0384 0.0000
C 7.5173 3.9800 3.2084 0.0000
C 6.2907 3.9355 2.2215 0.0000
O 6.6192 4.2006 0.8998 0.0000
H 7.2073 1.9226 5.0221 0.0000
H 8.0106 0.5436 4.1232 0.0000
H 6.5807 1.4512 3.3746 0.0000
H 10.4265 3.1931 3.6268 0.0000
H 9.8454 1.7468 4.3817 0.0000
H 9.4102 3.1970 5.1653 0.0000
H 8.0748 1.6906 1.2940 0.0000
H 9.4347 1.2094 2.2760 0.0000
H 9.4154 2.8031 1.5641 0.0000
H 8.1895 4.8120 2.9988 0.0000
H 7.1312 4.3335 4.1645 0.0000
H 5.7084 4.7871 2.5734 0.0000
H 5.6000 3.1168 2.4237 0.0000
H 6.0653 4.9292 0.6101 0.0000
C -1.2444 -1.7785 7.5352 0.0000
N -0.0045 -1.0583 6.8734 0.0000
C 1.2321 -1.2292 7.8381 0.0000
C 0.3059 -1.6697 5.4973 0.0000
C -0.2104 0.4624 6.6850 0.0000
C -1.2565 1.0052 5.7267 0.0000
O -2.5068 0.5165 5.9833 0.0000
H -2.0574 -1.6958 6.8138 0.0000
H -1.5688 -1.3034 8.4611 0.0000
H -1.0992 -2.8557 7.6175 0.0000
H 1.0981 -0.7493 8.8076 0.0000
H 2.0346 -0.7252 7.2995 0.0000
H 1.4095 -2.3018 7.7598 0.0000
H -0.5251 -1.4371 4.8315 0.0000
H 0.3217 -2.7447 5.6765 0.0000
H 1.1823 -1.3553 4.9305 0.0000
H 0.7186 0.7915 6.2194 0.0000
H -0.2512 0.9702 7.6487 0.0000
H -1.0761 0.8146 4.6688 0.0000
H -1.2486 2.0741 5.9398 0.0000
H -2.8719 0.0188 5.2481 0.0000
C 8.3758 -2.1169 0.3152 0.0000
N 6.8690 -2.3353 0.7205 0.0000
C 6.7385 -2.9974 2.0963 0.0000
C 6.2405 -0.9337 0.8200 0.0000
C 6.1749 -3.1213 -0.4114 0.0000
C 4.6965 -2.7705 -0.5036 0.0001
O 4.0908 -3.8335 -1.0961 0.0024
H 8.8683 -3.0840 0.2147 0.0000
H 8.8603 -1.5682 1.1228 0.0000
H 8.4019 -1.6415 -0.6653 0.0000
H 7.1903 -2.3470 2.8452 0.0000
H 7.3026 -3.9270 2.0214 0.0000
H 5.6754 -2.9839 2.3369 0.0000
H 6.9827 -0.3550 1.3698 0.0000
H 5.2151 -0.9590 1.1886 0.0000
H 6.1322 -0.5738 -0.2032 0.0000
H 6.3642 -4.1822 -0.2478 0.0000
H 6.6818 -2.9242 -1.3560 0.0000
H 4.4850 -1.8496 -1.0470 0.0000
H 4.1883 -2.8314 0.4588 0.0004
H 3.1415 -3.7609 -0.9725 0.0006
C -9.8233 -0.0946 2.5018 0.0000
C -9.2298 1.2535 2.7899 0.0000
C -7.6672 1.3098 2.6355 0.0000
C -7.0933 2.7645 2.6090 0.0000
N -5.5730 2.7471 2.9988 0.0000
C -5.0231 4.2191 3.1244 0.0000
C -4.8075 4.5223 4.6283 0.0000
C -4.3761 3.1689 5.2172 0.0000
C -5.4519 2.3022 4.5030 0.0000
C -4.6555 1.8749 2.1272 0.0000
H -9.8345 -0.7560 3.3680 0.0000
H -9.3301 -0.6543 1.7071 0.0000
H -10.8769 -0.0525 2.2256 0.0000
H -9.4709 1.7403 3.7349 0.0000
H -9.7459 2.0069 2.1949 0.0000
H -7.2578 0.7991 1.7638 0.0000
H -7.2395 0.6894 3.4231 0.0000
H -7.6541 3.3529 3.3352 0.0000
H -7.1897 3.2726 1.6495 0.0000
H -4.0642 4.2200 2.6061 0.0000
H -5.6050 4.8412 2.4443 0.0000
H -4.0638 5.3069 4.7672 0.0000
H -5.7304 4.8748 5.0887 0.0000
H -3.3686 2.8755 4.9221 0.0000
H -4.3549 3.1581 6.3070 0.0000
H -5.1563 1.2531 4.5114 0.0000
H -6.4006 2.4789 5.0098 0.0000
H -5.0520 0.8689 2.2649 0.0000
H -3.6387 1.9411 2.5142 0.0000
H -4.7857 2.3087 1.1358 0.0000
C 4.1765 2.2215 -0.1464 0.0000
C 3.2375 1.1655 -0.7514 0.0000
C 2.2483 0.7218 0.3566 0.0001
C 1.1955 -0.2227 -0.2708 0.0003
N -0.0523 -0.3779 0.6384 0.0002
C -1.0840 -1.4641 0.0552 0.0153
C -2.4470 -0.7182 -0.1475 0.0015
C -2.0507 0.6705 -0.4427 0.0004
C -0.9435 0.9262 0.6268 0.0002
C 0.3136 -0.7987 2.0944 -0.0006
H 4.7242 2.7061 -0.9546 0.0000
H 4.8333 1.8037 0.6166 0.0000
H 3.6326 3.0397 0.3257 0.0000
H 3.6979 0.3906 -1.3643 0.0000
H 2.6564 1.6124 -1.5581 0.0000
H 1.8794 1.5532 0.9572 0.0000
H 2.7271 0.1251 1.1329 0.0000
H 1.5204 -1.2285 -0.5368 0.0008
H 0.7221 0.2267 -1.1437 0.0000
H -1.1692 -2.3399 0.6985 0.0094
H -0.6618 -1.8314 -0.8802 0.0068
H -3.1147 -0.6859 0.7134 0.0000
H -3.1318 -1.1268 -0.8905 0.0000
H -2.9614 1.2667 -0.3855 0.0001
H -1.6214 0.7203 -1.4433 0.0000
H -1.4532 0.8986 1.5899 0.0000
H -0.3129 1.8102 0.5315 0.0000
H 0.5371 0.1205 2.6360 0.0000
H 1.1208 -1.5305 2.1266 -0.0008
H -0.5497 -1.2618 2.5723 -0.0001
Br 0.8920 -4.4387 0.3538 0.9459
```